Density functional theory data (ωB97M-V/def2-TZVPD) for a structure of composition C44H35IN5O7S4Tl.

```
97
Properties=species:S:1:pos:R:3:forces:R:3:mulliken_charge:R:1
Tl 0.314 0.017 -0.418 0.04 0.39 0.33 1.10
C 2.646 -0.487 -3.260 0.03 0.00 0.01 -0.99
C 1.875 0.773 -3.001 0.01 -0.06 0.02 0.47
N 0.590 0.696 -3.074 -0.01 0.24 -0.21 -0.15
N -0.078 1.910 -3.110 -0.13 -0.35 0.08 -0.51
C -1.118 2.030 -2.387 0.04 0.19 0.09 0.05
S -1.764 0.985 -1.138 -0.20 -0.18 -0.26 0.16
S -2.105 3.497 -2.640 0.07 0.09 -0.07 -0.19
C -1.383 4.601 -1.367 0.02 0.02 0.03 -0.43
C -2.005 4.477 -0.006 -0.05 -0.02 -0.01 0.32
C -1.457 3.644 0.964 0.00 0.08 -0.05 0.05
C -2.090 3.484 2.187 0.00 -0.03 0.04 -0.64
C -3.266 4.167 2.464 -0.02 0.02 0.00 -0.44
C -3.807 5.021 1.510 0.04 0.03 0.03 -0.65
C -3.177 5.172 0.285 -0.02 -0.01 0.00 -0.36
C 2.595 1.982 -2.585 0.09 -0.02 0.05 0.31
C 3.734 2.417 -3.263 -0.02 0.01 -0.08 -0.39
C 4.454 3.524 -2.857 0.00 -0.01 0.02 -0.96
C 4.042 4.193 -1.700 0.02 0.02 -0.01 -0.45
C 2.956 3.759 -0.979 -0.02 0.00 -0.03 -0.78
C 2.187 2.631 -1.380 0.01 0.01 0.07 0.36
O 1.208 2.228 -0.649 -0.16 0.05 0.13 0.32
H 2.023 -1.212 -3.782 -0.01 -0.02 0.03 0.25
H 3.534 -0.266 -3.854 0.00 0.01 -0.04 0.52
H 2.979 -0.914 -2.312 0.00 0.03 -0.01 -0.09
H -0.308 4.423 -1.347 -0.01 -0.07 0.01 -0.27
H -1.558 5.604 -1.761 0.03 -0.01 -0.04 0.58
H -0.539 3.114 0.750 0.06 -0.08 -0.02 0.44
H -1.664 2.801 2.910 0.01 -0.03 0.02 0.41
H -3.764 4.032 3.417 0.00 -0.01 0.00 0.38
H -4.724 5.561 1.718 0.00 0.00 0.00 0.31
H -3.610 5.823 -0.468 0.00 -0.01 -0.01 0.37
H 4.039 1.887 -4.160 0.00 -0.01 0.00 0.35
H 5.316 3.859 -3.417 0.00 0.01 -0.01 0.37
H 4.595 5.063 -1.358 0.00 0.00 0.00 0.39
H 2.650 4.262 -0.069 0.00 0.00 0.01 0.33
C 3.025 1.307 2.184 0.05 0.10 0.08 -1.14
C 3.205 -0.179 2.182 0.01 -0.05 -0.18 0.81
N 3.734 -0.737 3.255 0.05 -0.07 0.07 -0.63
C 3.871 -2.066 3.295 0.01 0.05 0.01 -0.91
C 3.479 -2.908 2.278 0.00 0.02 -0.09 1.00
C 3.638 -4.391 2.468 0.00 0.00 0.02 -1.15
O 2.449 -5.028 2.936 -0.09 -0.04 -0.09 -0.58
C 2.919 -2.338 1.114 0.11 -0.09 0.04 1.01
C 2.456 -3.216 0.041 -0.06 0.05 0.02 -1.04
N 1.928 -2.833 -1.053 0.12 0.00 0.07 0.57
C 1.653 -3.802 -2.025 -0.20 0.02 -0.03 -0.63
C 2.650 -4.652 -2.500 0.04 0.04 -0.06 -0.19
C 2.385 -5.549 -3.524 -0.01 -0.02 -0.01 -0.65
C 1.117 -5.612 -4.080 0.01 0.00 -0.02 -0.60
C 0.112 -4.778 -3.606 0.02 0.04 -0.01 -0.47
C 0.373 -3.871 -2.591 0.15 -0.04 0.07 0.01
I -1.163 -2.729 -1.775 -0.25 -0.21 -0.05 0.33
C 2.800 -0.941 1.042 0.07 -0.02 0.18 -0.30
O 2.356 -0.317 -0.019 0.41 0.02 -0.14 -0.71
H 3.870 1.769 2.695 0.00 0.00 0.01 0.53
H 2.114 1.569 2.729 0.00 -0.02 -0.04 -0.08
H 2.924 1.704 1.179 0.00 0.00 -0.06 0.16
H 4.318 -2.478 4.194 -0.02 -0.01 0.03 0.33
H 4.394 -4.578 3.232 -0.01 0.02 0.01 0.45
H 3.981 -4.876 1.548 0.04 -0.01 0.02 0.29
H 1.698 -4.618 2.491 0.06 -0.01 0.04 0.45
H 2.559 -4.292 0.226 0.08 0.00 -0.05 0.53
H 3.648 -4.568 -2.086 -0.01 0.00 0.02 0.46
H 3.175 -6.193 -3.890 0.00 -0.01 -0.01 0.36
H 0.906 -6.305 -4.884 -0.01 -0.01 0.00 0.36
H -0.884 -4.826 -4.026 -0.01 -0.01 0.00 0.45
O -7.692 -1.697 -2.985 0.02 -0.01 -0.01 -0.70
S -6.290 -1.352 -3.045 0.07 0.02 -0.03 1.20
O -5.690 -1.335 -4.358 -0.05 0.00 0.01 -0.67
N -5.415 -2.250 -2.010 -0.05 -0.11 -0.02 -0.62
C -4.933 -1.538 -1.012 -0.04 0.11 0.00 0.03
S -3.994 -2.112 0.257 0.12 -0.01 0.02 -0.30
C -5.292 -0.075 -1.092 0.00 0.03 0.03 0.60
C -4.963 0.950 -0.219 0.03 -0.06 -0.03 -0.73
C -5.371 2.240 -0.529 0.00 0.03 0.02 0.03
C -6.110 2.498 -1.681 -0.01 -0.03 -0.01 -0.58
C -6.460 1.468 -2.546 0.04 0.04 0.01 -0.69
C -6.031 0.196 -2.223 -0.08 0.01 0.00 0.04
H -4.373 0.729 0.661 0.01 0.01 0.02 0.47
H -5.085 3.060 0.120 -0.03 -0.05 -0.02 0.29
H -6.404 3.515 -1.909 0.00 0.02 -0.01 0.39
H -7.031 1.655 -3.446 -0.01 0.00 -0.01 0.39
O -0.180 0.603 2.006 0.02 -0.01 -0.02 -0.67
C -0.024 -0.609 2.267 0.25 -0.12 -0.09 0.80
O 0.161 -1.490 1.372 -0.50 0.04 0.05 -0.97
C 0.063 -1.061 3.694 -0.12 0.04 0.03 0.27
C 0.202 -2.410 3.995 0.01 0.03 0.03 0.11
C 0.316 -2.819 5.314 0.00 -0.04 0.02 -0.67
C 0.292 -1.879 6.336 0.01 -0.04 -0.01 -0.38
C 0.153 -0.531 6.037 0.01 0.05 -0.01 -0.70
C 0.037 -0.123 4.718 -0.01 0.00 0.02 -0.29
H 0.218 -3.122 3.181 -0.05 0.04 0.01 0.42
H 0.427 -3.870 5.546 0.02 -0.01 -0.01 0.39
H 0.385 -2.198 7.367 0.00 -0.01 0.01 0.38
H 0.140 0.204 6.833 0.00 0.00 0.01 0.39
H -0.068 0.922 4.456 0.00 0.00 0.00 0.27
```
Positions in Å, forces in eV/Å.

Properties
Net charge: -2
Largest force on an atom, Eh/bohr: 0.0101
Energy, Eh: -4561.21471

=====

Density functional theory data (ωB97M-V/def2-TZVPD) for a structure of composition C2H3FINO at a distorted geometry.

```
9
Properties=species:S:1:pos:R:3:forces:R:3:mulliken_charge:R:1
C -0.078 -0.396 -0.280 1.83 -0.78 -3.74 0.77
C -0.700 -0.067 0.989 -1.87 1.55 2.57 -0.31
N 0.527 0.626 -1.089 -1.22 0.14 2.64 -0.63
O -0.056 -1.476 -0.800 -1.23 -1.80 0.92 -0.54
F 0.229 0.191 1.991 0.84 -0.47 0.07 -0.26
I 1.488 -0.095 -2.657 0.76 -0.07 -1.06 0.18
H -1.432 -0.835 1.431 1.07 1.10 -1.28 0.24
H -1.113 0.956 0.866 -0.78 -0.81 -0.11 0.22
H 1.136 1.097 -0.451 0.60 1.14 -0.02 0.33
```
Positions in Å, forces in eV/Å.

Properties
Largest force on an atom, Eh/bohr: 0.0823
Energy, Eh: -605.51499

=====

Density functional theory data (ωB97M-V/def2-TZVPD) for a cluster of 12 separate species, C32H46ClFN15S in total at a distorted geometry.

```
96
Properties=species:S:1:pos:R:3:forces:R:3:mulliken_charge:R:1
C -0.468 -1.611 -5.085 -0.41 -0.70 -0.20 0.30
C 0.031 -1.099 -4.133 0.87 0.56 0.17 -1.00
C 0.792 -0.411 -3.087 -0.68 -0.38 -0.08 -0.85
C 0.004 0.810 -2.568 0.40 -1.88 -0.27 -0.78
N 0.017 1.756 -3.692 1.39 0.84 0.55 0.39
C -1.049 2.843 -3.749 -0.29 0.21 0.32 -1.11
C -2.484 2.341 -3.624 -0.04 -0.04 -0.91 0.42
C -2.771 0.984 -4.272 -0.09 -0.12 0.89 -1.24
Cl -3.048 2.424 -1.920 0.02 -0.10 -0.05 -0.18
C 1.126 2.536 -3.382 -0.27 -0.89 0.46 -0.27
N 1.823 3.275 -4.227 -0.46 0.74 -0.08 -0.23
N 1.447 2.541 -2.032 -0.80 1.04 -0.05 -0.27
C 0.727 1.458 -1.376 -0.85 -1.40 -0.02 1.32
F -0.244 1.875 -0.498 0.00 1.20 -0.36 -0.33
N 1.591 0.565 -0.662 0.36 0.04 -0.67 -0.61
C 1.772 0.851 0.525 -0.60 0.86 -0.35 0.55
S 1.919 1.415 1.923 -0.88 0.25 0.39 -0.21
H -0.953 -2.194 -5.828 -0.06 0.15 -0.25 0.55
H 1.754 -0.085 -3.490 0.12 -0.06 0.06 0.27
H 0.971 -1.131 -2.293 0.15 0.21 0.23 0.50
H -0.966 0.439 -2.260 -0.31 0.47 -0.12 0.63
H -0.876 3.550 -2.929 -0.15 0.00 0.06 0.52
H -0.910 3.421 -4.658 -0.02 -0.39 -0.32 0.43
H -3.094 3.075 -4.146 0.07 0.28 0.16 0.38
H -1.958 0.609 -4.884 -0.01 0.25 -0.25 0.12
H -3.707 1.027 -4.817 0.01 -0.07 -0.18 0.43
H -2.910 0.254 -3.476 -0.06 -0.20 -0.12 0.36
H 1.952 4.250 -3.994 0.87 -0.15 0.23 0.23
H 2.217 2.950 -5.098 -0.99 -0.13 -0.42 0.24
H 1.152 3.449 -1.660 0.98 0.11 0.54 0.39
C 0.876 -0.028 5.338 0.01 0.03 -0.07 -0.26
C 1.449 -0.572 6.561 -0.07 0.11 -0.15 0.26
N 1.900 -1.003 7.523 0.04 -0.09 0.19 -0.42
H 1.670 0.290 4.665 0.07 -0.02 0.05 -0.13
H 0.271 -0.788 4.845 -0.02 -0.01 0.01 0.34
H 0.246 0.826 5.578 -0.03 -0.03 0.06 0.20
C -3.065 -4.392 -5.039 0.00 0.02 0.02 -0.92
C -3.658 -3.110 -4.675 0.03 -0.20 -0.04 0.36
N -4.130 -2.105 -4.393 -0.06 0.19 0.08 -0.34
H -2.793 -4.387 -6.093 -0.02 -0.02 -0.01 0.31
H -2.174 -4.569 -4.439 -0.01 -0.01 0.01 0.26
H -3.781 -5.191 -4.859 0.00 -0.01 0.00 0.35
C 6.719 0.081 1.935 0.01 0.10 0.03 -0.96
C 5.291 0.316 2.101 0.09 0.10 0.04 0.38
N 4.173 0.532 2.254 1.53 -0.75 0.42 -0.35
H 7.031 0.371 0.935 0.00 -0.07 -0.02 0.30
H 7.266 0.672 2.668 -0.02 -0.01 0.04 0.32
H 6.944 -0.972 2.085 0.02 0.00 -0.01 0.26
C -6.698 -2.693 -1.907 -0.03 0.01 -0.01 -0.72
C -6.846 -4.143 -1.952 0.01 0.20 0.00 0.32
N -6.960 -5.282 -1.995 0.03 -0.21 -0.03 -0.37
H -5.794 -2.433 -1.360 0.02 0.02 -0.02 0.23
H -6.626 -2.301 -2.919 0.04 0.02 0.00 0.22
H -7.556 -2.246 -1.408 -0.01 -0.02 0.01 0.31
C -1.454 -0.183 9.784 0.03 0.07 -0.14 -0.78
C -1.436 0.556 8.527 0.05 -0.13 0.17 0.29
N -1.413 1.132 7.537 -0.02 0.15 -0.23 -0.43
H -2.144 -1.020 9.710 0.02 -0.03 0.01 0.29
H -0.459 -0.563 10.005 0.00 -0.02 0.02 0.35
H -1.771 0.472 10.592 0.02 0.01 0.01 0.23
C 1.025 4.625 4.730 0.02 -0.02 0.02 -0.79
C 2.102 3.672 4.977 -0.23 0.24 0.00 0.35
N 2.950 2.931 5.184 0.21 -0.27 -0.07 -0.36
H 0.420 4.290 3.890 -0.03 0.01 0.01 0.22
H 0.394 4.702 5.614 -0.02 -0.01 0.00 0.29
H 1.444 5.603 4.503 0.00 0.01 0.00 0.33
C -3.502 -0.869 13.423 0.04 -0.02 -0.02 -0.83
C -2.217 -1.322 12.901 -0.16 0.02 0.14 0.39
N -1.207 -1.677 12.493 0.13 -0.05 -0.06 -0.40
H -3.578 0.213 13.330 -0.01 0.01 0.01 0.28
H -4.312 -1.333 12.863 -0.02 0.00 0.01 0.27
H -3.591 -1.144 14.472 -0.01 0.00 0.01 0.32
C 5.515 -3.492 0.020 0.05 0.08 0.01 -0.46
C 6.425 -2.460 -0.464 -0.07 -0.19 0.06 0.37
N 7.149 -1.654 -0.843 0.02 0.16 -0.08 -0.46
H 5.052 -4.004 -0.819 -0.04 -0.05 0.04 0.00
H 6.061 -4.219 0.617 0.01 -0.01 0.00 0.30
H 4.738 -3.039 0.634 -0.02 -0.02 0.00 0.25
C 4.323 0.293 -6.264 -0.08 -0.02 -0.08 -0.83
C 2.965 0.484 -6.773 0.40 -0.04 0.17 0.33
N 1.900 0.641 -7.165 -0.31 0.17 0.04 -0.37
H 4.356 0.507 -5.197 0.03 -0.03 0.01 0.27
H 4.637 -0.735 -6.430 0.02 0.00 0.00 0.30
H 5.008 0.961 -6.783 0.02 -0.01 -0.01 0.33
C 3.311 -4.640 -4.123 0.05 -0.03 -0.02 -0.60
C 3.357 -5.168 -2.766 -0.05 0.03 -0.21 0.35
N 3.390 -5.586 -1.699 0.02 -0.01 0.20 -0.42
H 2.356 -4.154 -4.301 -0.06 0.03 -0.01 0.13
H 4.113 -3.917 -4.264 0.00 -0.02 -0.01 0.25
H 3.435 -5.453 -4.837 0.01 0.01 -0.01 0.30
C -6.443 4.275 -2.479 -0.02 0.04 -0.06 -0.75
C -5.605 4.704 -3.595 -0.12 -0.11 0.22 0.40
N -4.939 5.034 -4.468 0.22 -0.03 -0.12 -0.44
H -6.155 4.807 -1.575 0.01 0.01 0.00 0.26
H -7.488 4.486 -2.699 -0.01 0.01 -0.01 0.33
H -6.321 3.206 -2.317 0.01 -0.01 0.00 0.23
```
Positions in Å, forces in eV/Å.

Properties
Net charge: +1
Largest force on an atom, Eh/bohr: 0.0378
Energy, Eh: -3026.06227